1.
Entry from the OMol25 dataset: a structure of composition C8H20AgF6NO8S2 at a distorted geometry (wB97M-V/def2-TZVPD).

XYZ file:
```
46
C8H20AgF6NO8S2 (wB97M-V/def2-TZVPD)
Ag 9.3929 -17.5053 -13.2775
O 11.3719 -15.9279 -15.0808
H 10.4727 -15.5387 -14.7704
H 12.0784 -15.5344 -14.5114
H 11.3501 -17.0412 -14.9189
O 11.1514 -14.8478 -11.9312
H 10.2632 -14.7077 -12.4697
H 11.9846 -14.7613 -12.5794
H 11.1509 -15.7113 -11.4911
C 11.2346 -20.2395 -15.6238
C 12.0531 -19.0893 -15.0725
C 13.0233 -18.4907 -16.1072
O 11.2899 -18.1718 -14.3476
H 10.7954 -20.8890 -14.8693
H 11.8203 -20.8714 -16.3050
H 10.4567 -19.8849 -16.3188
H 12.7729 -19.5568 -14.3728
H 13.0272 -17.3967 -16.1247
H 12.6945 -18.7737 -17.1150
H 14.0659 -18.7730 -15.9883
C 7.6201 -14.4801 -15.0864
C 8.2162 -14.4524 -13.6961
C 7.1879 -14.9572 -12.6619
O 9.4125 -15.1917 -13.5889
H 7.9841 -13.7218 -15.7821
H 6.5453 -14.2684 -15.0451
H 7.6902 -15.4680 -15.5493
H 8.3642 -13.4329 -13.2997
H 7.5285 -14.7979 -11.6367
H 7.0304 -16.0460 -12.7449
H 6.2385 -14.4538 -12.8416
C 12.6080 -12.2855 -13.8726
F 13.1743 -11.1143 -14.0270
F 12.3186 -12.4401 -12.5644
F 11.5041 -12.3872 -14.5820
S 13.8136 -13.6258 -14.4307
O 13.3918 -13.9427 -15.7520
O 15.1256 -13.1218 -14.2646
N 13.2590 -14.9054 -13.4295
S 14.5264 -15.8468 -13.1304
O 14.0939 -17.0862 -12.5792
O 15.4468 -15.9023 -14.2087
C 15.3850 -14.9811 -11.6873
F 15.7558 -15.9279 -10.8400
F 16.4199 -14.2381 -12.0297
F 14.4925 -14.1974 -11.0356
```

Summary:
- charge = 0
- frontier orbital gap (eV) = 7.97
- calculated total energy (eV) = -68461.3644

2.
Entry from the OMol25 dataset: a structure of composition C8H20BrN2O10Sr at a distorted geometry (wB97M-V/def2-TZVPD).

XYZ file:
```
42
C8H20BrN2O10Sr (wB97M-V/def2-TZVPD)
Sr -4.6970 11.4773 -28.4991
Br -5.9998 8.8050 -28.5819
N -5.2076 11.5474 -31.6467
O -6.0456 11.7384 -30.6953
O -5.4636 11.8942 -32.7830
O -4.1133 11.0266 -31.3538
N -1.9485 8.8555 -28.6938
O -2.6286 9.8765 -28.3309
O -1.9053 7.8826 -27.9305
O -1.4266 8.8439 -29.8059
C -8.2058 11.8403 -28.0112
O -7.0027 11.8594 -27.2772
C -7.1229 11.1102 -26.0748
C -5.8305 11.1983 -25.2403
O -4.7054 11.4162 -26.0548
C -3.4820 10.9455 -25.4890
H -8.2085 12.6934 -28.6915
H -9.0849 11.8801 -27.3643
H -8.2393 10.9398 -28.6352
H -7.3256 10.0574 -26.2922
H -7.9502 11.5038 -25.4674
H -5.7474 10.2183 -24.7552
H -5.9475 11.9350 -24.4344
H -2.7198 11.3848 -26.1377
H -3.3293 9.8678 -25.5636
H -3.3099 11.3147 -24.4753
C -5.6555 17.4925 -25.8827
O -6.5174 16.4431 -26.2108
C -5.9902 15.1451 -25.9258
C -4.7695 14.7583 -26.7436
O -5.1052 13.8992 -27.8116
C -5.6899 14.6344 -28.9142
H -6.0767 18.4240 -26.2723
H -4.6652 17.4197 -26.3482
H -5.5472 17.6266 -24.7973
H -6.7955 14.4657 -26.2117
H -5.8354 15.0718 -24.8425
H -4.0235 14.2429 -26.1380
H -4.2692 15.6514 -27.1420
H -6.1274 13.9450 -29.6309
H -4.8365 15.1602 -29.3682
H -6.3120 15.4362 -28.5188
```

Summary:
- charge = -1
- frontier orbital gap (eV) = 6.88
- calculated total energy (eV) = -102950.8668

3.
Entry from the OMol25 dataset: a cluster of 4 separate species, C8H20Cl4O4 in total at a distorted geometry (wB97M-V/def2-TZVPD).

XYZ file:
```
36
C8H20Cl4O4 (wB97M-V/def2-TZVPD)
C 2.2999 4.1909 1.0648
C 2.8835 5.2118 2.0202
O 4.0787 4.6440 2.5474
O 1.0818 4.6856 0.5473
H 2.1719 3.2469 1.6084
H 3.0253 3.9628 0.2748
H 2.1474 5.3669 2.8142
H 3.0961 6.1326 1.4741
H 4.6533 5.3537 2.8424
H 0.9346 4.3421 -0.3352
C -1.2278 -0.5202 -1.5466
C -1.6763 0.9189 -1.3967
O -2.5846 1.3059 -2.4216
O -0.3127 -0.7280 -2.6062
H -2.1087 -1.1617 -1.6711
H -0.7923 -0.8410 -0.6000
H -0.8212 1.6071 -1.3667
H -2.1157 1.0397 -0.4022
H -2.0703 1.6633 -3.1497
H -0.7188 -0.4155 -3.4201
Cl -2.7648 -6.8553 -3.0274
C -2.8153 -5.6133 -1.7526
C -1.4235 -5.3262 -1.2315
Cl -1.4826 -4.0031 -0.0652
H -3.4429 -5.9732 -0.9427
H -3.2412 -4.7154 -2.1916
H -0.7252 -5.0849 -2.0318
H -0.9990 -6.2052 -0.7453
Cl 1.1236 0.9587 3.0148
C 1.1745 -0.3171 1.7629
C 0.2024 -1.4467 2.0364
Cl -1.4744 -0.8801 2.0913
H 2.2063 -0.6585 1.7492
H 0.9589 0.1801 0.8186
H 0.4577 -1.8851 2.9985
H 0.3015 -2.1802 1.2390
```

Summary:
- SMILES string = ClCCCl.ClCCCl.OCCO.OCCO
- charge = 0
- frontier orbital gap (eV) = 10.66
- calculated total energy (eV) = -66899.2149